Entry 1:
{"formula": "C20H41B3Cl30IO7PS", "method": "ωB97M-V/def2-TZVPD", "homo_energy_ev": -8.77, "charge": 0, "species": ["I", "Cl", "Cl", "Cl", "Cl", "Cl", "Cl", "Cl", "Cl", "Cl", "Cl", "Cl", "Cl", "Cl", "Cl", "Cl", "Cl", "Cl", "Cl", "Cl", "Cl", "Cl", "Cl", "Cl", "Cl", "Cl", "Cl", "Cl", "Cl", "Cl", "Cl", "S", "P", "O", "O", "O", "O", "O", "O", "O", "C", "C", "C", "C", "C", "C", "C", "C", "C", "C", "C", "C", "C", "C", "C", "C", "C", "C", "C", "C", "B", "B", "B", "H", "H", "H", "H", "H", "H", "H", "H", "H", "H", "H", "H", "H", "H", "H", "H", "H", "H", "H", "H", "H", "H", "H", "H", "H", "H", "H", "H", "H", "H", "H", "H", "H", "H", "H", "H", "H", "H", "H", "H", "H"], "coordinates": [[-1.73, 2.86, 0.50], [-8.85, -4.01, 7.65], [-0.10, 5.27, -2.74], [-7.12, -5.55, 9.45], [-3.63, -3.63, 6.69], [-5.36, -5.85, 5.84], [-2.31, 7.20, -2.62], [11.79, -0.35, 3.92], [0.41, 0.96, 5.48], [-0.90, 0.18, -10.69], [-6.24, -8.79, 7.35], [10.33, 1.80, -0.74], [-3.98, -10.61, 6.96], [5.62, 1.75, 1.52], [1.65, 2.22, 3.14], [-4.03, -4.53, 2.40], [3.19, -1.49, 2.33], [3.25, 8.94, 1.28], [-1.94, 10.05, -5.79], [-6.25, -2.63, 2.58], [2.34, -4.30, 2.29], [5.11, 6.72, 0.82], [-0.22, 7.81, -5.01], [-2.27, -0.40, 2.48], [-0.68, -1.92, 4.45], [9.15, -0.87, -1.05], [9.67, 1.38, 2.88], [-0.76, 3.36, -5.24], [-0.08, 2.83, -8.03], [4.23, 3.61, -0.26], [1.51, -0.54, -9.19], [-4.55, -1.90, -0.62], [-3.93, -1.54, -2.42], [2.82, 0.33, -3.17], [-0.56, 1.65, -2.05], [1.68, -0.20, -1.24], [-2.29, 0.33, -1.08], [-5.11, -1.11, -3.40], [-3.26, -2.85, -3.03], [-1.95, 0.32, -3.43], [-5.21, -4.40, 6.85], [0.86, 0.01, -10.74], [2.67, -1.97, -2.60], [0.52, 0.45, -4.08], [-1.39, 3.02, -6.86], [10.61, 0.91, 4.30], [9.05, 0.69, -0.22], [-5.54, -10.06, 6.34], [4.07, 2.21, 0.81], [-1.93, -0.68, 4.19], [-0.62, 8.98, -6.28], [1.81, 1.19, -3.74], [-1.84, 5.50, -2.52], [2.32, -0.56, -2.26], [3.84, 7.73, 0.13], [-8.70, -5.46, 8.65], [0.97, 2.48, 4.75], [1.97, -2.99, -1.73], [-5.75, -4.32, 2.72], [2.01, -2.67, 2.91], [-2.59, -0.14, -2.32], [-0.68, 0.82, -3.15], [-1.48, 1.44, -1.08], [-2.02, 3.84, -7.16], [3.01, 7.10, -0.16], [-3.37, -3.53, -2.34], [9.94, 0.54, 5.06], [-8.81, -6.33, 8.01], [3.75, -2.04, -2.57], [-5.95, -4.65, 3.74], [4.24, 8.25, -0.74], [2.05, -2.71, 3.99], [-5.56, -1.90, -3.75], [1.03, -2.37, 2.58], [0.65, -0.62, -4.16], [3.39, 2.46, 1.61], [1.29, 0.97, -10.97], [1.73, 2.90, 5.39], [-5.36, -4.70, 7.88], [-2.10, 5.12, -1.54], [0.13, 3.15, 4.66], [-9.47, -5.45, 9.41], [2.69, -3.68, -1.32], [9.16, 0.51, 0.85], [1.11, -0.72, -11.49], [11.14, 1.78, 4.66], [1.35, -2.55, -0.97], [8.09, 1.14, -0.43], [1.64, 2.04, -3.08], [2.39, -2.08, -3.64], [-1.58, 0.24, 4.64], [-2.84, -1.02, 4.67], [0.21, 0.78, -5.06], [2.23, 1.58, -4.64], [-0.92, 8.43, -7.16], [-6.31, -4.91, 2.01], [3.68, 1.37, 0.25], [0.26, 9.58, -6.48], [-5.39, -9.66, 5.34], [-1.95, 2.09, -6.82], [-2.36, 4.95, -3.29], [-6.22, -10.90, 6.31], [-5.97, -3.69, 6.55], [1.33, -3.60, -2.36]]}



Entry 2:
{"formula": "C20H41Cl4N3O5SSi", "method": "ωB97M-V/def2-TZVPD", "smiles": "CCCCN[Si@](CCOCC)(CCSc1nnco1)COCOCCO.ClCCCl.ClCCCl", "homo_energy_ev": -9.03, "charge": 0, "species": ["Cl", "Cl", "Cl", "Cl", "S", "Si", "O", "O", "O", "O", "O", "N", "N", "N", "C", "C", "C", "C", "C", "C", "C", "C", "C", "C", "C", "C", "C", "C", "C", "C", "C", "C", "C", "C", "H", "H", "H", "H", "H", "H", "H", "H", "H", "H", "H", "H", "H", "H", "H", "H", "H", "H", "H", "H", "H", "H", "H", "H", "H", "H", "H", "H", "H", "H", "H", "H", "H", "H", "H", "H", "H", "H", "H", "H", "H"], "coordinates": [[5.63, 2.99, 6.01], [-6.18, -2.11, -2.94], [-8.43, -0.49, -4.91], [5.39, 4.62, 3.07], [-3.32, 0.41, -2.85], [-0.11, 0.27, -0.34], [1.25, 2.66, 0.26], [-3.39, -1.40, 1.07], [1.72, 1.66, 5.05], [2.43, 3.43, 2.06], [-1.18, -0.40, -4.43], [-1.97, -1.94, -3.12], [-0.98, -2.50, -3.84], [0.63, -0.85, -1.49], [2.45, -2.57, -1.88], [2.01, -1.30, -1.13], [-6.14, -1.97, -4.72], [-2.19, -1.62, 0.30], [-2.67, 1.28, -1.38], [-1.12, 1.51, -1.34], [-4.75, -3.37, 0.65], [1.17, 1.28, 0.67], [-1.10, -0.73, 0.91], [-4.55, -1.86, 0.39], [6.93, 3.90, 5.19], [-2.11, -0.70, -3.45], [-6.68, -0.65, -5.19], [2.29, 3.44, 3.48], [2.68, 2.07, 4.06], [-0.53, -1.55, -4.61], [2.60, -3.79, -0.96], [1.22, 3.54, 1.34], [6.38, 5.10, 4.47], [3.57, -3.50, 0.23], [-6.19, 0.18, -4.69], [3.67, 2.09, 4.53], [-1.95, -2.69, 0.36], [0.85, 1.25, 1.73], [1.13, 4.55, 0.92], [2.71, -0.49, -1.39], [-3.12, 2.28, -1.45], [0.73, -0.30, -2.34], [2.06, -1.40, -0.04], [3.02, 4.17, 3.87], [7.63, 4.22, 5.97], [-5.80, -3.67, 0.60], [3.46, -2.37, -2.27], [-0.75, 1.50, -2.38], [4.18, -2.61, 0.06], [-3.06, 0.85, -0.46], [-5.10, -2.07, -5.02], [5.77, 5.72, 5.13], [4.27, -4.33, 0.39], [-4.41, -3.55, 1.68], [-6.71, -2.81, -5.13], [-1.48, -0.08, 1.70], [-5.40, -1.32, 0.81], [1.62, -4.09, -0.58], [-0.37, -1.39, 1.41], [-4.50, -1.65, -0.69], [1.82, -2.79, -2.75], [1.31, 3.76, 3.83], [7.19, 5.72, 4.09], [-0.97, 2.54, -1.00], [-6.52, -0.55, -6.27], [1.49, 0.74, 4.87], [0.26, -1.71, -5.32], [-4.13, -3.93, -0.06], [2.18, 0.86, 0.66], [7.44, 3.23, 4.52], [0.34, 3.36, 1.98], [3.05, -4.61, -1.53], [2.74, 1.32, 3.26], [-2.39, -1.39, -0.75], [2.97, -3.41, 1.14]]}



Entry 3:
{"formula": "C20H41GaN2OP2S", "method": "ωB97M-V/def2-TZVPD", "relative_energy_kj_mol": 0.00, "homo_energy_ev": -14.49, "charge": 2, "species": ["Ga", "S", "P", "P", "O", "N", "N", "C", "C", "C", "C", "C", "C", "C", "C", "C", "C", "C", "C", "C", "C", "C", "C", "C", "C", "C", "C", "H", "H", "H", "H", "H", "H", "H", "H", "H", "H", "H", "H", "H", "H", "H", "H", "H", "H", "H", "H", "H", "H", "H", "H", "H", "H", "H", "H", "H", "H", "H", "H", "H", "H", "H", "H", "H", "H", "H", "H", "H"], "coordinates": [[0.07, 0.01, -0.03], [-4.25, -0.05, 2.09], [0.31, 2.41, 0.36], [-0.25, -2.24, -0.91], [0.68, -0.87, 2.90], [-0.11, 0.59, -2.06], [-2.34, 0.20, 0.36], [-1.82, -3.39, 1.16], [-0.81, -0.38, -2.94], [-0.82, 4.77, 1.41], [-0.53, 1.98, -2.30], [0.10, 2.98, -1.35], [0.43, -0.55, 1.83], [-0.47, -1.83, -2.65], [-0.98, 3.25, 1.40], [2.27, 2.60, 2.39], [1.47, -3.88, 0.63], [-1.96, -4.49, -1.12], [-1.76, -3.18, -0.35], [1.34, -4.39, -1.85], [-1.08, 2.68, 2.81], [-3.52, 0.52, -0.30], [-2.60, -0.13, 1.65], [1.26, -3.29, -0.78], [2.41, 4.29, 0.51], [2.01, 2.87, 0.90], [-4.64, 0.44, 0.47], [2.28, 4.48, -0.56], [0.00, 5.09, 2.06], [-2.98, -4.84, -0.92], [1.78, 3.36, 3.02], [1.84, 5.04, 1.08], [1.37, -3.13, 1.43], [-2.81, -3.81, 1.39], [-1.74, -2.45, 1.72], [-1.86, -0.41, 2.38], [1.55, -0.01, -0.58], [-1.96, 3.14, 3.29], [0.79, -4.72, 0.83], [2.06, -2.56, -0.97], [2.50, -4.27, 0.67], [-3.47, 0.80, -1.35], [-5.66, 0.65, 0.14], [-0.52, 3.88, -1.36], [-1.06, -4.09, 1.51], [2.33, -4.86, -1.78], [-1.27, -5.27, -0.76], [-1.63, 1.96, -2.22], [-1.91, 3.00, 0.87], [0.88, 0.37, -1.64], [1.24, -3.98, -2.87], [0.44, -2.06, -3.21], [-1.27, -2.44, -3.08], [3.35, 2.67, 2.56], [-0.56, -0.08, -3.96], [-0.29, 2.19, -3.34], [3.47, 4.42, 0.75], [-1.25, 1.59, 2.82], [1.08, 3.25, -1.77], [-0.20, 2.91, 3.42], [-1.88, -0.16, -2.80], [-0.68, 5.20, 0.41], [-2.58, -2.49, -0.63], [2.63, 2.16, 0.31], [1.94, 1.60, 2.71], [0.58, -5.17, -1.70], [-1.85, -4.38, -2.20], [-1.75, 5.20, 1.82]]}



Entry 4:
{"formula": "C20H41MoN2P3Se", "method": "ωB97M-V/def2-TZVPD", "relative_energy_kj_mol": 251.54, "homo_energy_ev": [-20.07, -19.80], "charge": 4, "spin_multiplicity": 3, "species": ["Mo", "Se", "P", "P", "P", "N", "N", "C", "C", "C", "C", "C", "C", "C", "C", "C", "C", "C", "C", "C", "C", "C", "C", "C", "C", "C", "C", "H", "H", "H", "H", "H", "H", "H", "H", "H", "H", "H", "H", "H", "H", "H", "H", "H", "H", "H", "H", "H", "H", "H", "H", "H", "H", "H", "H", "H", "H", "H", "H", "H", "H", "H", "H", "H", "H", "H", "H", "H"], "coordinates": [[-0.30, 0.94, -0.29], [1.02, -2.83, 1.82], [-1.64, -0.90, -1.29], [1.80, 1.25, 1.25], [-1.64, 0.60, 2.02], [-0.86, 2.70, -0.97], [-0.18, 3.44, -1.86], [-1.10, -1.64, -2.90], [2.77, -3.64, -2.13], [-2.41, -2.40, -0.56], [2.41, -5.60, -0.71], [-3.18, -0.05, -1.84], [-1.61, -0.65, 3.37], [2.21, -2.82, -1.12], [1.73, 3.07, 1.66], [2.93, -5.01, -1.88], [1.85, 0.22, -2.47], [3.44, 1.14, 0.42], [2.26, 0.62, 2.91], [-1.45, 2.15, 3.02], [1.72, -3.44, 0.05], [-3.47, 0.66, 1.72], [-0.76, 4.65, -1.99], [-1.91, 3.44, -0.49], [0.92, 1.13, -1.90], [1.78, -4.80, 0.22], [-1.89, 4.63, -1.16], [2.47, -6.67, -0.57], [-2.53, 2.99, 0.29], [-2.98, 0.85, -2.43], [-0.21, -2.26, -2.70], [3.49, -5.69, -2.54], [3.14, -3.20, -3.05], [0.84, 3.34, 2.26], [1.35, 1.79, -1.00], [-0.26, 5.36, -2.60], [1.46, -5.17, 1.20], [3.20, 1.04, 3.30], [1.75, -0.36, -3.37], [-0.20, 1.09, -2.22], [-1.90, -1.63, 2.99], [2.39, -0.45, 2.78], [-1.62, -3.02, -0.14], [2.64, 3.30, 2.24], [-2.24, 2.25, 3.77], [-2.29, -0.36, 4.19], [-1.91, -2.28, -3.31], [-2.96, -3.03, -1.27], [1.47, 0.82, 3.65], [-0.59, -0.73, 3.76], [-3.11, -2.17, 0.25], [3.58, 0.08, 0.18], [-4.01, 0.78, 2.67], [-3.79, -0.70, -2.47], [-0.84, -0.85, -3.61], [2.16, -1.71, -1.25], [4.19, 1.44, 1.17], [-3.82, -0.27, 1.26], [2.86, 0.12, -2.11], [-1.47, 3.05, 2.39], [1.72, 3.71, 0.76], [-2.63, 5.37, -1.01], [3.55, 1.79, -0.48], [-0.04, -2.59, 0.79], [-3.77, 1.49, 1.06], [-3.80, 0.27, -0.99], [0.73, 3.23, -2.27], [-0.49, 2.11, 3.55]]}



Entry 5:
{"formula": "C20H41N2O4S4", "method": "ωB97M-V/def2-TZVPD", "homo_energy_ev": -1.70, "charge": -1, "species": ["S", "S", "S", "S", "O", "O", "O", "O", "N", "N", "C", "C", "C", "C", "C", "C", "C", "C", "C", "C", "C", "C", "C", "C", "C", "C", "C", "C", "C", "C", "H", "H", "H", "H", "H", "H", "H", "H", "H", "H", "H", "H", "H", "H", "H", "H", "H", "H", "H", "H", "H", "H", "H", "H", "H", "H", "H", "H", "H", "H", "H", "H", "H", "H", "H", "H", "H", "H", "H", "H", "H"], "coordinates": [[-1.98, -1.54, -4.12], [0.44, -0.15, -2.78], [0.69, 4.41, 0.82], [1.77, -6.24, 4.89], [-0.72, 4.27, 1.14], [1.59, 3.28, 0.74], [0.36, -6.56, 4.97], [2.77, -7.20, 4.48], [1.52, -2.54, 1.64], [-2.19, -0.07, -1.63], [0.20, -1.18, -6.11], [-1.65, -2.28, -0.24], [-2.76, -1.23, -0.85], [-0.90, -1.73, 1.14], [0.87, 5.39, -0.66], [-1.61, 1.01, -0.75], [-1.62, 2.41, -1.60], [0.71, -1.51, 0.84], [-4.12, 2.59, -2.76], [1.41, 5.61, 1.93], [1.46, 6.73, -0.23], [-1.25, -0.50, -2.73], [1.96, -4.77, 3.90], [2.28, 6.48, 1.04], [2.65, -4.05, 6.12], [0.79, -2.66, -5.73], [-3.16, 3.06, -1.51], [2.27, -5.50, 6.44], [1.84, -3.62, 4.90], [-1.40, -0.97, -5.81], [0.86, -3.38, -6.65], [1.97, 5.11, 2.72], [0.82, -0.31, -5.64], [-1.41, -0.72, 1.46], [0.59, 6.20, 2.36], [-3.12, 4.23, -1.52], [2.20, -2.68, 4.48], [3.20, 5.94, 0.78], [2.46, -3.40, 6.98], [-0.11, 5.51, -1.13], [1.42, -5.55, 7.13], [-4.72, 1.59, -2.53], [-3.72, 2.76, -0.51], [0.65, 7.43, 0.00], [-2.39, 1.16, 0.15], [3.12, -6.05, 6.85], [-0.59, 0.75, -0.24], [1.54, 4.85, -1.34], [-1.60, 0.20, -5.86], [-1.39, 2.30, -2.74], [2.07, 7.17, -1.03], [1.20, -4.74, 3.12], [-0.86, -2.67, -1.01], [-3.44, -1.85, -1.60], [-2.04, -1.42, -6.71], [-0.87, 3.21, -1.16], [-4.88, 3.45, -3.08], [0.98, -0.40, 1.09], [-3.46, -0.78, -0.02], [2.51, -2.22, 1.54], [2.56, 7.41, 1.53], [1.90, -2.48, -5.32], [3.72, -3.99, 5.88], [-1.02, -2.51, 2.01], [2.96, -4.79, 3.45], [0.33, -1.07, -7.29], [-2.26, -3.24, 0.11], [1.01, -1.69, -0.30], [0.79, -3.48, 5.18], [0.23, -3.23, -4.88], [-3.41, 2.42, -3.70]]}



Entry 6:
{"formula": "C20H41N2OP3Yb", "method": "ωB97M-V/def2-TZVPD", "homo_energy_ev": [-15.19, -15.19], "charge": 3, "spin_multiplicity": 2, "species": ["Yb", "P", "P", "P", "O", "N", "N", "C", "C", "C", "C", "C", "C", "C", "C", "C", "C", "C", "C", "C", "C", "C", "C", "C", "C", "C", "C", "H", "H", "H", "H", "H", "H", "H", "H", "H", "H", "H", "H", "H", "H", "H", "H", "H", "H", "H", "H", "H", "H", "H", "H", "H", "H", "H", "H", "H", "H", "H", "H", "H", "H", "H", "H", "H", "H", "H", "H", "H"], "coordinates": [[1.56, 0.61, -0.36], [-1.35, -1.41, 0.04], [-0.54, 0.30, -2.34], [2.30, -1.95, -1.13], [3.46, 1.91, -2.95], [1.14, -1.11, 3.92], [1.27, 0.05, 2.01], [3.84, 2.98, -3.75], [1.22, -1.17, 2.57], [-3.06, -0.88, -0.38], [1.03, 0.24, 4.25], [-0.46, 3.39, 0.48], [2.46, -2.85, -2.73], [-1.84, -2.10, 1.70], [0.70, 1.22, -3.30], [3.22, 5.12, -4.72], [3.63, -0.69, -1.14], [-1.31, -3.04, -0.83], [4.59, 5.47, -4.70], [5.21, 3.29, -3.78], [2.86, 3.82, -4.33], [-1.08, -0.82, -3.71], [1.05, 0.94, 3.08], [-1.86, 1.56, -2.61], [5.57, 4.56, -4.27], [3.19, -2.99, 0.08], [-1.50, 2.65, 0.87], [0.85, 1.99, 2.92], [3.49, -2.35, 0.92], [2.30, -2.16, -3.56], [4.25, 1.56, -2.47], [-3.29, 0.00, 0.23], [5.93, 2.52, -3.42], [-0.33, 3.85, -0.51], [2.46, -3.73, 0.42], [4.86, 6.48, -5.03], [-3.76, -1.67, -0.09], [-0.38, -1.64, -3.83], [-2.25, -3.56, -0.64], [0.19, 1.52, -4.23], [-0.49, -3.64, -0.43], [0.93, 0.52, 5.28], [1.08, -1.94, 4.52], [4.07, -3.42, -0.43], [-2.35, 2.36, 0.24], [1.62, -3.56, -2.75], [6.63, 4.80, -4.34], [4.56, -1.22, -1.40], [-2.83, -2.54, 1.57], [3.42, -3.38, -2.84], [-1.78, 2.39, -1.89], [2.46, 5.81, -5.03], [-2.85, 1.09, -2.53], [3.82, -0.18, -0.18], [-3.20, -0.65, -1.44], [-1.14, -2.87, 2.04], [3.42, 0.03, -1.94], [-1.91, -1.28, 2.43], [-1.18, -2.91, -1.90], [1.83, 3.41, -4.46], [1.04, 2.14, -2.80], [-1.49, 2.22, 1.89], [-1.71, 1.93, -3.63], [0.34, 3.63, 1.22], [-1.13, -0.26, -4.64], [1.17, -2.09, 2.01], [-2.07, -1.23, -3.49], [1.57, 0.61, -3.58]]}